{"formula": "C17H30N4O4S2", "method": "wB97M-V/def2-TZVPD", "species": ["C", "H", "H", "H", "C", "N", "C", "O", "C", "H", "H", "S", "C", "N", "N", "C", "O", "C", "N", "C", "O", "O", "C", "C", "H", "H", "H", "C", "H", "H", "H", "C", "H", "H", "H", "H", "C", "C", "H", "H", "S", "C", "H", "H", "H", "H", "H", "H", "C", "C", "H", "H", "H", "H", "H", "H", "H"], "positions_angstrom": [[-6.544, -0.940, -0.426], [-6.879, -0.519, -1.371], [-6.883, -1.971, -0.374], [-6.999, -0.385, 0.391], [-5.025, -0.904, -0.306], [-4.499, 0.452, -0.262], [-3.854, 0.838, 0.855], [-3.699, 0.110, 1.818], [-3.326, 2.273, 0.910], [-3.978, 2.875, 1.543], [-3.188, 2.746, -0.057], [-1.714, 2.257, 1.755], [-0.955, 1.167, 0.668], [-1.434, 0.730, -0.457], [-0.510, -0.118, -0.958], [0.477, -0.153, -0.129], [0.260, 0.651, 0.944], [1.687, -1.018, -0.189], [2.803, -0.382, 0.458], [3.964, -0.105, -0.198], [4.158, -0.385, -1.354], [4.810, 0.501, 0.645], [6.138, 0.884, 0.203], [6.768, 1.522, 1.441], [6.800, 0.803, 2.256], [6.181, 2.379, 1.759], [7.779, 1.848, 1.216], [6.044, 1.898, -0.935], [7.039, 2.243, -1.201], [5.445, 2.752, -0.627], [5.583, 1.442, -1.807], [6.928, -0.352, -0.226], [7.947, -0.068, -0.470], [6.468, -0.807, -1.099], [6.948, -1.082, 0.582], [2.715, -0.094, 1.420], [1.357, -2.375, 0.469], [0.303, -3.146, -0.322], [-0.275, -2.477, -0.961], [0.756, -3.918, -0.940], [-0.890, -4.011, 0.752], [-1.892, -2.595, 1.280], [-2.749, -2.991, 1.812], [-2.219, -2.042, 0.405], [-1.325, -1.952, 1.947], [2.278, -2.953, 0.542], [1.003, -2.189, 1.487], [1.967, -1.170, -1.237], [-4.596, 1.231, -1.480], [-5.655, 2.330, -1.417], [-5.433, 3.054, -0.639], [-6.635, 1.906, -1.214], [-5.695, 2.850, -2.371], [-4.855, 0.536, -2.282], [-3.615, 1.648, -1.723], [-4.720, -1.389, 0.622], [-4.566, -1.432, -1.148]], "lumo_energy_ev": 0.5, "smiles": "CCN(CC)C(=O)CSc1nnc([C@H](CCSC)NC(=O)OC(C)(C)C)o1", "relative_energy_kcal_mol": 1.72, "gap_ha": 0.32597}